(1)
The following is a DFT calculation (ωB97M-V with the def2-TZVPD basis set) of a molecular structure, C22H42GaNP3S in a non-equilibrium geometry.

DFT total energy in Eh: -4264.09213
HOMO (alpha / beta) in eV: -15.8 / -15.8
Kohn-Sham gap (alpha / beta) in eV: 3.848 / 3.845
Total charge: +3
Largest force on an atom in eV Å⁻¹: 6.5
Spin multiplicity: 1
LUMO (alpha / beta) in eV: -11.9 / -11.9
Energy relative to the best compared isomer or geometry (same formula, charge and spin) in eV: 7.539

Geometry (Å):
1 Ga 3.41 0.43 -0.64
2 P -2.54 -1.13 0.43
3 P 1.98 -2.19 -0.88
4 P -2.25 3.38 0.90
5 H 4.83 2.68 -0.71
6 C 3.99 2.31 -0.10
7 C 4.23 1.30 0.92
8 H 5.25 1.05 1.23
9 C -3.59 -1.23 -1.09
10 C -2.35 -2.95 0.75
11 C -3.88 -0.81 1.66
12 C 3.10 -3.08 -2.03
13 C 1.63 -3.59 0.27
14 C 0.44 -2.22 -1.85
15 C -1.70 5.07 0.84
16 C -2.68 2.85 2.55
17 C -3.53 2.99 -0.31
18 H 3.15 3.00 0.03
19 H 3.46 1.22 1.70
20 H -4.50 -1.80 -0.90
21 H -3.02 -1.70 -1.89
22 H -3.86 -0.21 -1.40
23 H -3.33 -3.39 0.94
24 H -1.71 -3.09 1.63
25 H -1.88 -3.45 -0.11
26 H -4.66 -1.57 1.56
27 H -4.31 0.18 1.50
28 H -3.46 -0.85 2.67
29 H 2.77 -4.12 -2.11
30 H 4.13 -3.02 -1.62
31 H 3.09 -2.59 -3.01
32 H 1.53 -4.52 -0.30
33 H 0.71 -3.42 0.84
34 H 2.46 -3.69 0.98
35 H 0.53 -2.94 -2.66
36 H 0.26 -1.23 -2.25
37 H -0.41 -2.50 -1.22
38 H -2.53 5.71 1.15
39 H -1.37 5.34 -0.17
40 H -0.86 5.20 1.53
41 H -3.10 3.73 3.07
42 H -1.78 2.51 3.07
43 H -3.43 2.04 2.53
44 H -4.14 3.90 -0.45
45 H -4.15 2.15 0.03
46 H -3.04 2.72 -1.26
47 C 0.82 1.84 -2.05
48 C -0.11 1.75 -3.10
49 C 0.25 1.13 -4.30
50 C 1.42 0.36 -4.44
51 C 2.33 0.34 -3.39
52 C 2.20 1.33 -2.32
53 S 0.39 2.53 -0.57
54 H -1.15 2.51 0.38
55 H -1.11 2.17 -2.96
56 H -0.45 1.15 -5.13
57 H 1.62 -0.17 -5.38
58 H 3.21 -0.30 -3.43
59 H 2.94 2.17 -2.41
60 C 0.84 -1.91 3.99
61 C 0.11 -1.01 3.20
62 C 0.76 -0.41 2.10
63 N 2.03 -0.66 1.81
64 C 2.70 -1.56 2.52
65 C 2.15 -2.21 3.62
66 H 0.37 -2.36 4.87
67 H -0.92 -0.72 3.40
68 H 0.24 0.29 1.44
69 H 3.71 -1.79 2.18
70 H 2.75 -2.93 4.17

Atomic partial charges in e from the Mulliken method, atoms 1 to 4:
1. Ga 0.876
2. P 0.786
3. P 0.727
4. P 0.979

***

(2)
The following is a DFT calculation (ωB97M-V with the def2-TZVPD basis set) of a molecular structure, C19H24N8O2Re.

DFT total energy in Eh: -1404.68922
HOMO (alpha / beta) in eV: -13.1 / -13.1
Kohn-Sham gap (alpha / beta) in eV: 7.095 / 5.334
Total charge: +2
Largest force on an atom in eV Å⁻¹: 0.5
Spin multiplicity: 2
LUMO (alpha / beta) in eV: -6.0 / -7.8
Expectation value of S²: 0.81
Energy relative to the best compared isomer or geometry (same formula, charge and spin) in eV: 3.207

Geometry (Å):
1 Re 0.54 -0.22 -0.18
2 C 1.45 -2.87 -3.60
3 C 1.26 -2.04 -4.70
4 C 0.80 -0.75 -4.48
5 C 0.55 -0.32 -3.18
6 N 0.79 -1.12 -2.10
7 C 1.22 -2.37 -2.33
8 C -0.08 0.92 -2.85
9 C -0.28 2.04 -3.71
10 C -0.91 3.14 -3.26
11 C -1.49 3.15 -1.89
12 C -1.50 1.80 -1.26
13 N -0.60 0.91 -1.59
14 H 1.79 -3.89 -3.72
15 H 1.44 -2.39 -5.70
16 H 0.61 -0.09 -5.31
17 H 1.43 -2.97 -1.46
18 H 0.12 2.02 -4.71
19 H -1.02 4.03 -3.87
20 H -2.44 3.67 -1.83
21 H -2.02 1.68 -0.32
22 N -0.85 -1.92 0.10
23 C -0.78 -2.54 1.45
24 C 0.68 -2.58 1.85
25 N 1.22 -1.22 1.70
26 H -1.80 -1.59 -0.05
27 H -0.72 -2.64 -0.61
28 H -1.23 -3.53 1.46
29 H -1.34 -1.90 2.13
30 H 1.24 -3.25 1.19
31 H 0.79 -2.95 2.87
32 H 2.23 -1.24 1.85
33 H 0.84 -0.63 2.43
34 N 3.22 3.04 -0.84
35 C 2.62 1.86 -0.73
36 O 1.53 1.74 -0.12
37 C 3.23 0.61 -1.30
38 C 2.68 -0.51 -0.42
39 H 2.79 3.86 -0.45
40 H 4.11 3.13 -1.29
41 H 4.32 0.66 -1.31
42 H 2.90 0.53 -2.34
43 H 3.20 -0.41 0.54
44 H 2.98 -1.48 -0.82
45 N -0.62 1.97 3.47
46 C -0.57 2.02 2.14
47 O -0.49 0.95 1.48
48 C -0.73 3.38 1.58
49 C -1.16 4.43 2.46
50 N -1.45 5.24 3.22
51 C -0.63 3.65 0.28
52 N -0.53 3.83 -0.89
53 H -0.66 1.08 3.93
54 H -0.74 2.80 4.03

Atomic partial charges in e from the Mulliken method, atoms 1 to 4:
1. Re 2.405
2. C -1.065
3. C -0.657
4. C -1.035

***

(3)
The following is a DFT calculation (ωB97M-V with the def2-TZVPD basis set) of a molecular structure, C2H3N2O2 in a non-equilibrium geometry.

DFT total energy in Eh: -337.44436
HOMO (alpha / beta) in eV: -14.0 / -16.1
Kohn-Sham gap (alpha / beta) in eV: 8.548 / 6.545
Total charge: +1
Largest force on an atom in eV Å⁻¹: 5.3
Spin multiplicity: 3
LUMO (alpha / beta) in eV: -5.4 / -9.5
Expectation value of S²: 2.02
Energy relative to the best compared isomer or geometry (same formula, charge and spin) in eV: 3.481

Geometry (Å):
1 C 0.57 -1.69 -0.79
2 C 0.33 1.54 0.28
3 N -0.18 -0.96 -0.16
4 N -0.47 0.67 0.69
5 O 0.93 -2.37 -1.64
6 O -1.34 0.27 1.32
7 H 1.12 1.45 -0.44
8 H 0.10 2.57 0.60
9 H -1.05 -1.50 0.14

Atomic partial charges in e from the Mulliken method, atoms 1 to 4:
1. C 0.512
2. C -0.048
3. N -0.469
4. N 0.710

***

(4)
The following is a DFT calculation (ωB97M-V with the def2-TZVPD basis set) of a gas-phase ion, C9H18N4O4P (charge +1) in a non-equilibrium geometry.

DFT total energy in Eh: -1214.70311
HOMO in eV: -12.9
Kohn-Sham gap in eV: 7.940
Total charge: +1
Largest force on an atom in eV Å⁻¹: 5.0
Spin multiplicity: 1
LUMO in eV: -5.0

Geometry (Å):
1 C -1.18 2.89 -2.46
2 C -0.24 1.76 -3.11
3 O 0.98 1.75 -2.86
4 O -0.89 0.78 -3.92
5 C -0.45 -0.56 -3.58
6 C -0.54 -0.89 -2.00
7 C -1.94 -0.49 -1.34
8 C -1.85 -0.44 0.29
9 C -0.61 -1.27 0.86
10 C -0.62 -1.33 2.48
11 N 0.16 -0.12 2.94
12 N -0.31 1.07 3.32
13 N 0.66 1.91 3.70
14 C 1.90 1.18 3.54
15 N 1.50 -0.10 3.04
16 P 2.78 -1.31 2.66
17 O 4.25 -0.45 2.73
18 O 2.53 -2.01 1.12
19 H -1.57 2.51 -1.45
20 H -2.04 3.18 -3.14
21 H -0.50 3.77 -2.22
22 H 0.68 -0.63 -3.83
23 H -0.97 -1.31 -4.24
24 H 0.37 -0.38 -1.53
25 H -0.41 -2.02 -1.88
26 H -2.33 0.53 -1.65
27 H -2.74 -1.26 -1.60
28 H -1.78 0.63 0.68
29 H -2.82 -0.88 0.71
30 H -0.57 -2.31 0.40
31 H 0.34 -0.69 0.59
32 H -0.01 -2.25 2.77
33 H -1.66 -1.38 2.92
34 H 2.96 1.51 3.77
35 H 4.51 -0.09 1.85
36 H 2.41 -1.32 0.42

Atomic partial charges in e from the Mulliken method, atoms 1 to 4:
1. C -0.772
2. C 0.725
3. O -0.561
4. O -0.367